Here is one molecule with the formula H5N3O in a non-equilibrium geometry from the Open Molecules 2025 dataset. Energies are from wB97M-V/def2-TZVPD.

```
9
Properties=species:S:1:pos:R:3:lowdin_charge:R:1
N 0.9036 -0.8851 -0.9990 -0.038
N -0.3349 -0.9063 -0.3764 -0.046
O -0.6759 0.7003 -0.0934 -0.272
N -0.6193 1.2491 1.1486 -0.054
H 1.1698 -0.1900 -1.5721 0.018
H 1.7212 -0.9529 -0.3632 0.092
H -1.0857 -1.0636 -1.1515 0.131
H -1.3733 0.9018 1.7827 0.089
H 0.2944 1.1467 1.6243 0.079
```

LUMO energy, eV: 1.241
E_tot, a.u.: -242.33229
Highest occupied orbital energy, eV: -8.7179
HOMO-LUMO gap, eV: 9.96
SMILES: NNON


Here is C21H19FeIN8OS as an isolated structure in a non-equilibrium geometry from the Open Molecules 2025 dataset. Energies are from wB97M-V/def2-TZVPD.

```
52
Properties=species:S:1:pos:R:3:lowdin_spin:R:1
Fe 0.7190 -0.7113 0.2880 3.669
N 3.4615 0.6028 -2.8760 0.004
C 2.5330 -0.0393 -2.0936 0.008
S 2.9009 -0.0563 -0.3583 0.048
N 1.5230 -0.5691 -2.7148 0.005
N 0.6785 -1.2270 -1.8383 0.038
C -0.0079 -2.1484 -2.3738 0.000
C -0.8250 -3.0461 -1.5419 0.001
C -1.4131 -4.0945 -2.1547 0.001
C -2.0524 -5.1851 -1.3880 0.000
C -2.0507 -5.1719 -0.0489 0.000
C -1.6830 -3.9752 0.7265 0.004
C -0.9129 -2.8737 -0.0659 0.011
O 0.3561 -2.6190 0.4736 0.123
H 4.2511 1.0098 -2.4506 0.001
H 3.3546 0.5135 -3.8632 0.000
H 0.1310 -2.3597 -3.4163 0.001
H -1.3368 -4.1829 -3.2756 0.000
H -2.4399 -6.0089 -1.9853 0.000
H -2.3580 -6.0703 0.4917 0.000
H -1.0030 -4.2010 1.5428 0.000
N -1.0663 0.5504 2.9196 0.007
C -1.5239 -0.5722 2.2498 0.011
C -2.0945 -1.5871 3.1918 0.001
C -2.6378 -2.6779 2.7139 0.002
C -2.7314 -2.9073 1.2143 0.001
C -2.0020 -1.8645 0.3747 0.003
N -1.3855 -0.7058 0.9871 0.020
C -0.6493 1.7674 2.2644 0.002
C -1.2185 2.9385 2.7947 0.001
C -0.8210 4.1647 2.2841 0.000
C 0.1135 4.1329 1.2651 0.001
C 0.5626 2.9207 0.7557 0.002
N 0.2070 1.7197 1.2283 0.029
H -1.2646 0.6979 3.8976 0.000
H -2.0395 -1.3208 4.2583 0.000
H -3.0428 -3.4413 3.2944 0.000
H -3.7701 -3.0453 0.9071 0.000
H -2.6133 -1.4944 -0.4518 0.000
H -1.9883 2.8171 3.5089 0.000
H -1.2355 5.1265 2.6487 0.000
H 0.4374 5.0515 0.8495 0.000
H 2.2069 2.3275 -0.3751 0.001
I 1.9501 6.1397 -3.1913 0.000
C 2.2948 4.5141 -1.9111 0.000
C 3.7399 4.2288 -1.7061 0.000
N 4.1920 3.2592 -0.9860 0.001
N 1.3873 2.9548 -0.3486 0.000
C 1.2538 4.0108 -1.2314 0.000
H 4.4368 4.9240 -2.1721 0.000
H 5.1865 3.3046 -0.9532 0.000
H 0.2896 4.4793 -1.3587 0.000
```

LUMO energy (alpha / beta), eV: 0.098 / 0.070
<S²>: 6.013
Spin multiplicity: 5
E_tot, a.u.: -3284.47461
Highest occupied orbital energy (alpha / beta), eV: -7.2521 / -7.2475
HOMO-LUMO gap (alpha / beta), eV: 7.35 / 7.32


Here is C25H27N4O3S4Sb2W as an isolated structure from the Open Molecules 2025 dataset. Energies are from wB97M-V/def2-TZVPD.

```
66
Properties=species:S:1:pos:R:3:lowdin_spin:R:1
W 0.7011 -1.0671 0.0198 0.411
N -1.2465 -0.8541 -1.1845 0.001
C -1.0769 -0.4657 -2.5985 0.000
C 0.3303 -0.8395 -2.9741 0.002
O 0.7079 -1.1279 -4.0787 0.000
N 1.1889 -0.7338 -1.8715 0.005
C 2.5892 -0.4860 -2.1823 0.003
C 3.1262 0.2482 -0.9724 0.006
O 4.1067 0.8990 -0.8954 0.004
O 2.2957 0.0273 0.1094 0.047
H -1.9727 -0.3058 -0.7199 0.001
H -1.5961 -1.8116 -1.1718 0.000
H -1.8091 -0.9604 -3.2323 0.000
H -1.1735 0.6153 -2.7100 0.000
H 3.1478 -1.4195 -2.3044 0.000
H 2.7073 0.1085 -3.0861 0.000
S 1.6560 -1.2715 2.3872 0.004
Sb 1.0515 -3.5232 2.0803 0.006
S -0.9237 -2.6392 0.9512 0.012
S 1.9995 -3.1077 -0.2191 0.094
C 0.6856 1.6958 6.1822 0.000
C 1.5263 2.0858 5.1476 0.000
C 1.1475 1.8779 3.8298 0.000
C -0.0816 1.2802 3.5656 -0.001
C -0.9289 0.8866 4.5950 0.000
C -0.5386 1.1002 5.9093 0.000
Sb -0.6380 0.9432 1.5804 -0.010
C -2.7543 0.8880 1.5921 -0.003
C -3.3531 2.1190 1.8646 -0.001
C -4.7348 2.2331 1.8782 0.000
C -5.5269 1.1249 1.6087 0.000
C -4.9359 -0.1002 1.3404 0.000
C -3.5516 -0.2238 1.3356 0.000
C -0.1773 2.7608 0.6124 -0.003
C 0.2074 2.7731 -0.7246 0.000
C 0.4821 3.9737 -1.3622 0.000
C 0.3793 5.1664 -0.6598 0.000
C 0.0144 5.1580 0.6791 0.000
C -0.2622 3.9577 1.3192 -0.001
H 0.9839 1.8625 7.2086 0.000
H 2.4768 2.5537 5.3658 0.000
H 1.8056 2.1863 3.0250 0.000
H -1.8907 0.4332 4.3841 0.000
H -1.1925 0.8064 6.7194 0.000
H -2.7562 3.0001 2.0679 0.000
H -5.1909 3.1890 2.0979 0.000
H -6.6046 1.2154 1.6160 0.000
H -5.5498 -0.9701 1.1484 0.000
H -3.1212 -1.2043 1.1809 0.000
H 0.3248 1.8449 -1.2763 0.000
H 0.7864 3.9806 -2.4007 0.000
H 0.5949 6.1039 -1.1541 0.000
H -0.0476 6.0870 1.2296 0.000
H -0.5225 3.9671 2.3714 0.000
S 0.3228 -4.2781 -1.8211 0.325
C 1.4492 -4.4884 -3.1144 0.043
N 1.7393 -3.5725 -4.0259 0.021
C 2.6211 -4.1089 -5.0727 0.002
C 3.0421 -5.4722 -4.4797 0.003
N 2.1328 -5.5988 -3.3334 0.025
H 1.2633 -2.6806 -4.0759 0.000
H 3.4687 -3.4498 -5.2405 0.001
H 2.0676 -4.2191 -6.0042 0.001
H 4.0762 -5.4745 -4.1377 0.001
H 2.8971 -6.2908 -5.1795 0.001
H 2.0541 -6.4079 -2.7397 0.000
```

LUMO energy (alpha / beta), eV: -8.213 / -7.994
<S²>: 0.792
Spin multiplicity: 2
E_tot, a.u.: -3553.49855
Highest occupied orbital energy (alpha / beta), eV: -13.4183 / -13.8784
Net charge: +2
HOMO-LUMO gap (alpha / beta), eV: 5.20 / 5.88


Here is a 2-piece molecular cluster, C5H7N2 overall in a non-equilibrium geometry from the Open Molecules 2025 dataset. Energies are from wB97M-V/def2-TZVPD.

```
14
Properties=species:S:1:pos:R:3:lowdin_charge:R:1
C 1.9399 2.0093 0.5815 -0.050
C 1.9044 0.6280 1.2942 -0.022
C -1.6657 -1.8613 0.5451 0.096
C -1.2996 -0.9594 -0.2851 0.077
C -0.9843 -0.2080 -1.5626 -0.028
N 0.9130 1.6686 -0.0751 0.046
N 0.7668 0.3678 0.7142 0.055
H 2.4148 2.9788 0.5670 0.113
H 2.5084 0.0455 1.9978 0.112
H -1.2124 -2.2261 1.5011 0.132
H -2.6441 -2.4206 0.3293 0.160
H -1.8570 0.2530 -2.0860 0.128
H -0.4377 -0.9740 -2.1652 0.116
H -0.3465 0.6985 -1.3560 0.064
```

LUMO energy, eV: -6.027
E_tot, a.u.: -303.70592
Highest occupied orbital energy, eV: -13.9898
Net charge: +1
HOMO-LUMO gap, eV: 7.96


Here is C23H30EuF9N8O2PS3 as an isolated structure in a non-equilibrium geometry from the Open Molecules 2025 dataset. Energies are from wB97M-V/def2-TZVPD.

```
77
Properties=species:S:1:pos:R:3:lowdin_spin:R:1
Eu 0.3711 -0.2091 1.0576 6.989
O -0.1397 -2.3075 1.4616 -0.008
N 0.2825 -3.1136 2.4257 0.003
C 0.0152 -4.4312 2.3302 0.002
C 0.4457 -5.3234 3.2726 0.000
C 1.1810 -4.8461 4.3615 0.003
C 1.4232 -3.4996 4.4654 -0.001
C 0.9512 -2.5932 3.4963 0.004
S 1.1498 -0.9047 3.6385 -0.007
H -0.5577 -4.7157 1.4609 0.000
H 0.2127 -6.3720 3.1619 0.000
H 1.5478 -5.5296 5.1160 0.000
H 1.9768 -3.0821 5.2925 0.000
F 5.4563 0.6736 -0.6486 0.000
C 4.4307 1.1772 0.0663 0.000
F 4.0769 2.3457 -0.5006 0.000
F 4.8801 1.4540 1.2949 0.000
C 3.2071 0.2163 0.1338 0.001
O 2.1871 0.7897 0.7778 -0.012
C 2.7565 -0.1701 -1.3167 0.001
F 1.5278 -0.7829 -1.2248 0.002
F 3.5552 -1.0157 -1.9679 0.000
F 2.5701 0.8992 -2.0934 0.000
C 3.6092 -1.0981 0.8781 0.001
F 2.5139 -1.9224 0.8583 0.001
F 4.6253 -1.7939 0.3614 0.000
F 3.8841 -0.8519 2.1502 0.000
C 1.3154 3.8082 1.7028 0.000
N 1.2236 3.1955 3.0107 0.000
C 2.0950 3.3965 4.0645 0.000
C 1.6986 2.6001 5.0769 0.000
N 0.5829 1.9279 4.6295 0.000
C 0.2980 2.2736 3.3577 0.001
S -1.0411 1.7512 2.4465 0.000
H 2.1093 4.5517 1.7172 0.000
H 0.3657 4.2745 1.4439 0.000
H 1.5408 3.0493 0.9575 0.000
H 2.9157 4.0880 4.0018 0.000
H 2.1122 2.4532 6.0575 0.000
H 0.0953 1.1993 5.1213 0.000
C 1.8515 3.6633 -2.7177 0.000
N 0.6751 3.0510 -3.2768 0.000
C 0.3533 3.2070 -4.6901 0.000
C -1.0097 2.5086 -4.8231 0.000
N -1.1993 1.9382 -3.4909 0.000
C -0.2577 2.3617 -2.6105 0.001
S -0.2779 2.0493 -0.9646 0.003
H 1.7762 4.7523 -2.7803 0.000
H 2.7389 3.3327 -3.2606 0.000
H 1.9404 3.3665 -1.6755 0.000
H 1.1194 2.7326 -5.3079 0.000
H 0.3122 4.2669 -4.9520 0.000
H -0.9911 1.7223 -5.5775 0.000
H -1.8108 3.2062 -5.0729 0.000
H -2.1123 1.6896 -3.1600 0.000
C -4.0565 -0.8858 -2.7225 0.000
N -4.4384 -0.4608 -1.3824 0.000
C -5.0086 -1.6090 -0.6827 0.000
N -4.1088 -2.7547 -0.6371 0.000
C -3.7359 -3.1138 -1.9992 0.000
N -3.1297 -2.0111 -2.7413 0.000
C -1.8205 -1.6541 -2.2017 0.002
P -1.8764 -1.0783 -0.4171 0.009
C -3.3125 0.1067 -0.6459 0.001
C -2.9380 -2.4950 0.1937 0.001
H -3.6038 -0.0458 -3.2557 0.000
H -4.9632 -1.1856 -3.2536 0.000
H -5.9209 -1.9094 -1.2042 0.000
H -5.2627 -1.3123 0.3364 0.000
H -4.6387 -3.4255 -2.5303 0.000
H -3.0350 -3.9505 -1.9711 0.000
H -1.3759 -0.8615 -2.8098 0.000
H -1.1634 -2.5259 -2.2575 0.000
H -2.9456 1.0018 -1.1491 0.000
H -3.6498 0.4178 0.3467 0.000
H -3.2570 -2.2652 1.2134 0.000
H -2.3175 -3.3921 0.2344 0.000
```

LUMO energy (alpha / beta), eV: 0.404 / 0.403
<S²>: 15.760
Spin multiplicity: 8
E_tot, a.u.: -4628.09024
Highest occupied orbital energy (alpha / beta), eV: -5.3539 / -7.2774
HOMO-LUMO gap (alpha / beta), eV: 5.76 / 7.68